{
  "formula": "C40H33N5O9ReS2",
  "method": "ωB97M-V with the def2-TZVPD basis set",
  "elements": ["Re", "C", "C", "C", "C", "C", "N", "C", "C", "C", "C", "C", "C", "C", "N", "C", "C", "C", "N", "C", "C", "N", "C", "C", "C", "N", "H", "H", "H", "H", "H", "H", "H", "H", "H", "H", "H", "H", "H", "H", "H", "H", "H", "H", "O", "C", "C", "O", "O", "C", "C", "C", "C", "C", "C", "C", "C", "C", "C", "C", "C", "H", "H", "H", "H", "H", "H", "H", "H", "H", "H", "H", "O", "S", "O", "O", "C", "C", "C", "C", "C", "C", "S", "O", "O", "O", "H", "H", "H", "H"],
  "positions_angstrom": [[-0.4385, 0.3102, -0.6462], [4.5562, 3.9872, 1.8080], [3.1600, 3.5145, 1.5069], [2.3567, 2.9654, 2.5099], [1.1068, 2.4536, 2.2293], [0.6070, 2.4909, 0.9270], [-0.6530, 1.9710, 0.5578], [-1.7093, 2.4330, 1.3301], [-1.6103, 3.6986, 1.9411], [-2.5542, 4.1792, 2.8176], [-3.6906, 3.4360, 3.1238], [-4.7407, 3.9531, 4.0684], [-3.8445, 2.2292, 2.4711], [-2.8901, 1.7343, 1.5828], [-3.1934, 0.5348, 0.8706], [-4.3406, -0.1663, 0.9671], [-4.4849, -0.9244, -0.1666], [-3.3623, -0.6313, -0.9281], [-2.5597, 0.2241, -0.2928], [1.4050, 3.0382, -0.0596], [2.6718, 3.5356, 0.2121], [0.9041, 3.0206, -1.3798], [1.2321, 3.8538, -2.3784], [0.7195, 3.3427, -3.5464], [0.0858, 2.1596, -3.1736], [0.1953, 1.9703, -1.8597], [4.6510, 4.2944, 2.8494], [5.2797, 3.1872, 1.6323], [4.8368, 4.8305, 1.1766], [2.7363, 2.9149, 3.5240], [0.4997, 2.0117, 3.0091], [-0.7414, 4.3044, 1.7266], [-2.4078, 5.1543, 3.2677], [-4.2901, 4.5268, 4.8783], [-5.4464, 4.6090, 3.5540], [-5.3098, 3.1375, 4.5146], [-4.7483, 1.6689, 2.6604], [-4.9917, -0.0592, 1.8130], [-5.2794, -1.6070, -0.4100], [-3.1185, -1.0079, -1.8987], [3.3063, 3.8753, -0.5964], [1.7963, 4.7476, -2.1770], [0.7869, 3.7617, -4.5337], [-0.4464, 1.4514, -3.7806], [-0.5476, -1.8359, -0.6235], [-0.8952, -2.5646, -1.8273], [-1.1882, -1.4808, -2.8914], [-1.5892, -1.7805, -3.9893], [-1.0001, -0.2387, -2.5185], [0.2309, -3.4588, -2.3493], [1.5142, -3.4541, -1.8290], [2.4877, -4.2949, -2.3574], [2.1902, -5.1440, -3.4061], [0.9061, -5.1460, -3.9376], [-0.0648, -4.3127, -3.4142], [-2.1249, -3.4193, -1.4789], [-2.1867, -3.9834, -0.2069], [-3.2648, -4.7720, 0.1620], [-4.2962, -5.0123, -0.7346], [-4.2321, -4.4655, -2.0067], [-3.1512, -3.6772, -2.3819], [0.1760, -2.2566, -0.0772], [1.8050, -2.7913, -1.0323], [3.4882, -4.2553, -1.9476], [2.9518, -5.7956, -3.8150], [0.6584, -5.7974, -4.7658], [-1.0564, -4.3187, -3.8419], [-1.3956, -3.8038, 0.5095], [-3.2946, -5.2019, 1.1550], [-5.1396, -5.6259, -0.4450], [-5.0246, -4.6538, -2.7201], [-3.1142, -3.2509, -3.3748], [1.3133, -2.3957, 1.0501], [1.2873, -1.1687, 1.8368], [1.0331, -1.3224, 3.2367], [0.3186, -0.1843, 1.2587], [2.9148, -0.4182, 1.6669], [3.6076, -0.2915, 2.8647], [4.9272, 0.1322, 2.8905], [5.5863, 0.3938, 1.6983], [4.9034, 0.2670, 0.4996], [3.5666, -0.1121, 0.4621], [2.9145, -0.0198, -1.2145], [3.6141, -1.0237, -1.9609], [3.0964, 1.3409, -1.6401], [1.4665, -0.3886, -1.0873], [3.0968, -0.5404, 3.7839], [5.4369, 0.2328, 3.8397], [6.6252, 0.6969, 1.6935], [5.4079, 0.4785, -0.4349]],
  "lowdin_charge": [1.7570, -0.0371, -0.2550, -0.0265, -0.0174, -0.2660, -0.1114, -0.1946, -0.0080, -0.0345, -0.2773, -0.0501, 0.0153, -0.0961, -0.0302, -0.0246, -0.0013, -0.0844, -0.0260, -0.1448, 0.0203, -0.0476, -0.0334, -0.0171, -0.0770, -0.0544, 0.0796, 0.0668, 0.0799, 0.1192, 0.1353, 0.1202, 0.1173, 0.0780, 0.0836, 0.0759, 0.1027, 0.1215, 0.1114, 0.1063, 0.1249, 0.1336, 0.1039, 0.1172, -0.1561, -0.2547, -0.5310, 0.1144, -0.1849, -0.1070, -0.0139, -0.0562, -0.0826, -0.0695, -0.0173, -0.1481, -0.0038, -0.0681, -0.0903, -0.0721, -0.0414, 0.0438, 0.0737, 0.1112, 0.1012, 0.1031, 0.1093, 0.1234, 0.1056, 0.1009, 0.1046, 0.1101, -0.2930, 0.5717, -0.2634, -0.4403, -0.2016, -0.0599, -0.0584, -0.0703, -0.0591, -0.1937, 0.5268, -0.2530, -0.2651, -0.4545, 0.1114, 0.1096, 0.1109, 0.1222],
  "s2": 0.75,
  "gap_ha": [0.28233, 0.24629],
  "e_above_lowest_kcal_mol": 0.00,
  "multiplicity": 2
}

---

{
  "formula": "C3H4O3",
  "method": "ωB97M-V with the def2-TZVPD basis set",
  "elements": ["O", "C", "C", "O", "H", "H", "C", "O", "H", "H"],
  "positions_angstrom": [[-0.6127, -1.0044, -2.0305], [-0.6450, -0.7895, -0.8476], [0.4871, -1.2374, 0.0986], [1.0077, -0.5645, 0.9577], [-1.5356, -0.4212, -0.3073], [0.7522, -2.3019, -0.0024], [0.1422, 1.5722, 0.5419], [-0.0177, 1.4837, -0.6545], [1.0516, 2.0123, 0.9759], [-0.6298, 1.2507, 1.2682]],
  "lowdin_charge": [0.0791, -0.2571, -0.1447, 0.0418, 0.1293, 0.1336, -0.1534, -0.0238, 0.0982, 0.0971],
  "gap_ha": 0.35259,
  "e_above_lowest_kcal_mol": 67.25,
  "multiplicity": 1
}